C53H88F14INO12PS | ωB97M-V with the def2-TZVPD basis set

```
171
Properties=species:S:1:pos:R:3:forces:R:3:lowdin_charge:R:1
C 0.1929 -1.9372 3.7665 -0.46 -0.57 -0.77 0.014
C -1.0262 -2.2176 3.1718 0.52 -0.09 0.44 -0.241
C -1.2774 -2.0445 1.7164 0.54 -1.73 0.17 -0.307
C -1.9775 -0.9183 1.2890 0.71 0.56 -0.79 -0.215
P -2.5026 0.2156 2.6570 -1.32 -0.57 1.18 1.021
C -3.3801 1.7379 2.1494 1.03 0.15 -0.50 -0.269
C -1.0177 0.8754 3.5414 0.05 -0.37 -0.34 -0.263
C -2.2385 -0.8446 -0.1044 0.19 -0.11 -0.02 -0.093
C -3.0574 0.2961 -0.6405 -0.33 0.06 0.06 -0.096
C -4.5643 0.0808 -0.3894 0.29 -0.55 -0.75 -0.141
O -4.8314 -0.6934 0.7794 -0.18 0.64 -0.45 -0.048
C -5.1276 -1.9817 0.5615 0.04 -0.48 0.33 -0.353
O -5.2251 -2.7449 1.4651 -0.08 -0.49 0.60 0.107
C -1.7889 -1.8486 -1.0011 -0.10 -0.07 0.39 -0.069
C -2.1054 -1.7616 -2.4844 -0.46 1.05 0.51 -0.125
C -1.2391 -0.7415 -3.2324 0.57 -0.44 -0.15 -0.144
C 0.2526 -1.1318 -3.2640 -0.41 0.29 -0.39 -0.140
C 1.0766 -0.2065 -2.3872 -0.08 -0.22 0.41 -0.072
C 2.5626 -0.4744 -2.4807 -0.89 0.30 -0.78 -0.456
F 2.9095 -1.7269 -2.1269 0.15 -0.03 0.34 0.117
F 2.8931 -0.3620 -3.8012 0.22 0.09 -0.04 0.120
C 3.4393 0.5964 -1.7810 0.82 -0.49 -0.26 -0.440
F 2.9283 1.8007 -2.0004 -0.31 0.21 0.32 0.131
F 4.6440 0.5900 -2.3608 0.24 -0.24 0.17 0.135
S 3.7545 0.3452 0.0753 -0.11 1.26 0.39 0.763
F 4.6585 -0.8994 -0.2100 -0.05 -0.34 -0.23 -0.101
F 5.0043 1.3139 -0.0149 0.22 -0.10 -0.05 -0.124
F 2.8649 1.6204 0.4358 -0.24 -0.03 0.03 -0.155
F 2.4538 -0.5496 0.2476 0.01 -0.43 -0.11 -0.139
F 4.0384 0.1615 1.6134 0.01 -0.11 0.13 -0.116
C -1.0902 -2.9400 -0.4940 0.12 -0.20 -0.46 -0.202
C -0.5873 -4.0743 -1.3494 0.40 0.17 -0.42 -0.156
C 0.9548 -4.1055 -1.5844 -0.40 -1.27 0.99 -0.182
C 1.4557 -5.5613 -1.4633 0.09 0.35 -0.30 -0.111
C 2.6782 -5.8485 -2.2984 -0.09 -0.39 0.30 -0.439
F 2.5420 -5.4335 -3.5763 -0.05 0.31 -0.09 0.129
F 2.8393 -7.1989 -2.3553 0.11 -0.14 -0.10 0.112
C 4.0035 -5.2836 -1.7127 0.21 -0.27 -0.45 -0.551
F 4.5137 -6.1704 -0.8628 0.02 0.03 0.39 0.177
F 3.8201 -4.1322 -1.0654 -0.15 0.14 0.13 0.167
F 4.9008 -5.0741 -2.6706 0.00 0.08 -0.18 0.173
N -0.8738 -3.0048 0.8425 -0.10 0.26 -0.14 -0.298
I 0.0725 -4.6281 1.6663 -0.11 -0.16 0.10 1.325
H 1.0388 -2.5748 3.5237 0.73 1.31 -1.39 0.021
H 0.3735 -1.0856 4.4065 -0.46 -1.08 1.73 0.054
H -1.8673 -2.6199 3.7304 -0.78 1.95 0.41 0.123
H -3.4337 2.3562 3.0376 0.01 -0.27 0.40 0.013
H -2.7833 2.3152 1.4531 -0.27 0.12 -0.21 0.004
H -4.3937 1.5978 1.8110 -0.15 -0.26 -0.10 0.028
H -1.1393 1.9339 3.7338 0.02 0.18 -0.27 0.021
H -0.0835 0.6360 3.0454 0.14 0.33 -0.16 0.036
H -1.0254 0.3900 4.5104 0.03 0.06 0.15 0.017
H -2.7021 1.2561 -0.2969 0.10 0.10 0.50 0.095
H -2.9835 0.3519 -1.7120 0.19 0.05 -0.31 0.094
H -5.1099 1.0170 -0.3967 -0.05 0.11 0.46 0.133
H -4.9266 -0.4894 -1.2473 -0.19 -0.02 -0.04 0.112
H -5.2609 -2.3331 -0.4708 0.08 0.54 -0.35 0.137
H -2.1322 -2.7321 -2.9577 0.11 -0.04 -0.12 0.103
H -3.1265 -1.3925 -2.5301 -0.27 -0.24 -0.20 0.104
H -1.5884 -0.6462 -4.2569 -0.22 -0.05 -0.05 0.124
H -1.3253 0.2501 -2.7973 -0.12 0.12 0.09 0.099
H 0.6054 -1.0505 -4.2869 0.13 -0.08 -0.11 0.126
H 0.3355 -2.1709 -2.9723 0.25 -0.01 0.06 0.080
H 0.9188 0.8193 -2.7152 -0.06 0.06 -0.06 0.116
H 0.7252 -0.2815 -1.3578 0.16 0.06 0.13 0.126
H -1.0413 -4.0159 -2.3285 -0.25 -0.04 0.02 0.108
H -0.9091 -5.0279 -0.9398 -0.13 -0.05 0.19 0.084
H 1.4377 -3.5267 -0.8022 0.28 0.40 -0.35 0.082
H 1.2102 -3.7820 -2.5829 0.03 0.48 0.05 0.098
H 0.6924 -6.2702 -1.7804 -0.05 -0.08 -0.13 0.103
H 1.7167 -5.8262 -0.4434 -0.02 -0.01 0.14 0.078
C 1.9078 3.6686 -4.1629 -0.07 -0.33 -0.08 -0.012
C 0.4117 3.6084 -4.2957 0.04 -0.01 0.02 -0.484
O -0.1816 2.5518 -4.3485 -0.04 -0.06 0.09 0.056
C -0.3182 4.9261 -4.3593 -0.27 -0.19 -0.09 -0.012
H 2.3014 2.6567 -4.1322 0.01 0.00 -0.03 0.067
H 2.3405 4.1921 -5.0158 -0.02 0.12 0.14 0.059
H 2.1794 4.1832 -3.2394 0.05 0.15 -0.06 0.087
H 0.0261 5.4972 -5.2228 0.11 0.08 0.09 0.084
H -0.1314 5.4996 -3.4509 0.12 0.11 -0.04 0.077
H -1.3874 4.7470 -4.4531 0.01 -0.01 0.01 0.082
C -5.7658 -6.0451 -2.8578 0.27 0.06 -0.02 -0.015
C -5.7281 -4.5401 -2.8041 -0.01 -0.07 -0.01 -0.498
O -4.6792 -3.9321 -2.8067 0.05 0.13 0.11 0.048
C -7.0543 -3.8242 -2.7464 0.19 0.20 0.04 -0.020
H -4.7502 -6.4324 -2.8956 0.01 0.01 0.00 0.081
H -6.2627 -6.4377 -1.9697 -0.13 -0.02 -0.08 0.091
H -6.3049 -6.3738 -3.7473 -0.13 -0.03 0.08 0.090
H -7.6040 -4.1269 -1.8538 -0.09 -0.10 -0.08 0.091
H -7.6461 -4.0615 -3.6311 -0.09 -0.09 0.08 0.090
H -6.8870 -2.7493 -2.7131 0.00 0.00 -0.02 0.075
C 5.1380 6.8068 -6.1698 -0.05 -0.27 0.00 -0.018
C 3.6375 6.7478 -6.3028 0.03 0.01 -0.03 -0.489
O 3.0484 5.6909 -6.3558 -0.01 0.11 -0.03 0.046
C 2.9036 8.0638 -6.3680 -0.20 -0.19 -0.01 -0.018
H 5.5389 5.7966 -6.1349 -0.01 -0.01 -0.01 0.083
H 5.5686 7.3299 -7.0246 0.02 0.13 0.08 0.089
H 5.4116 7.3301 -5.2523 0.03 0.13 -0.08 0.087
H 3.2425 8.6384 -7.2309 0.09 0.09 0.09 0.089
H 3.0855 8.6388 -5.4588 0.11 0.09 -0.08 0.087
H 1.8359 7.8800 -6.4638 0.00 -0.01 -0.01 0.078
C 6.4455 4.0556 4.7751 -0.13 0.05 0.21 -0.022
C 5.0359 3.6127 4.4686 -0.01 0.02 0.01 -0.504
O 4.1461 3.7191 5.2799 -0.05 0.01 0.00 0.064
C 4.7827 3.0289 3.0987 -0.24 0.01 0.12 -0.030
H 6.4875 4.4532 5.7861 -0.01 0.00 0.00 0.082
H 7.1291 3.2088 4.6980 0.05 0.05 -0.14 0.087
H 6.7546 4.8328 4.0746 0.08 -0.10 -0.08 0.086
H 5.3939 2.1373 2.9539 0.12 0.09 -0.12 0.081
H 5.0167 3.7655 2.3281 0.16 -0.09 -0.04 0.090
H 3.7337 2.7530 3.0136 -0.01 0.00 0.02 0.073
C 7.7280 -5.9232 -2.2919 0.08 -0.23 0.15 -0.037
C 9.1444 -6.4471 -2.2472 0.01 0.00 0.00 -0.503
O 9.4334 -7.4291 -1.6069 0.00 -0.01 0.01 0.075
C 10.1804 -5.6857 -3.0401 0.13 -0.18 0.10 -0.025
H 7.0911 -6.5601 -1.6834 0.01 -0.02 0.01 0.072
H 7.6927 -4.9058 -1.8990 -0.02 0.06 -0.15 0.087
H 7.3585 -5.9292 -3.3180 0.02 0.16 -0.01 0.084
H 10.2467 -4.6578 -2.6801 -0.08 0.05 -0.12 0.084
H 9.9131 -5.6806 -4.0979 -0.05 0.14 0.01 0.084
H 11.1491 -6.1651 -2.9223 0.00 -0.01 0.01 0.081
C -7.4708 2.8704 3.6355 0.20 -0.10 -0.15 -0.016
C -6.3134 3.7965 3.9172 0.00 0.08 0.01 -0.506
O -5.2339 3.6366 3.3929 -0.21 0.17 0.04 0.049
C -6.5632 4.9303 4.8803 0.27 0.03 -0.08 -0.015
H -7.1586 2.1019 2.9310 0.01 0.00 0.01 0.079
H -7.7995 2.3910 4.5592 -0.12 0.09 0.01 0.086
H -8.3020 3.4308 3.2053 -0.08 0.00 0.14 0.089
H -6.8566 4.5382 5.8553 -0.16 0.04 -0.02 0.080
H -7.3567 5.5753 4.5001 -0.10 -0.06 0.10 0.089
H -5.6541 5.5166 4.9941 0.01 -0.01 0.00 0.084
C 0.6834 4.5302 0.4540 -0.01 -0.27 -0.02 -0.004
C -0.8117 4.3535 0.4805 -0.10 0.10 0.04 -0.478
O -1.3256 3.2615 0.3711 0.25 -0.02 -0.22 0.042
C -1.6492 5.5950 0.6559 -0.19 -0.23 0.01 -0.005
H 1.1609 3.5631 0.3244 0.02 -0.05 -0.01 0.064
H 0.9674 5.1808 -0.3744 0.02 0.14 0.09 0.084
H 1.0242 4.9721 1.3919 0.01 0.14 -0.07 0.091
H -1.4653 6.2908 -0.1623 0.11 0.12 0.05 0.086
H -1.4034 6.0794 1.6021 0.08 0.11 -0.07 0.084
H -2.7029 5.3251 0.6607 0.00 -0.01 0.02 0.086
C -5.0415 1.6832 6.3240 0.06 -0.03 -0.30 -0.005
C -3.5842 2.0032 6.5387 0.04 -0.01 0.10 -0.469
O -2.8144 2.0989 5.6080 -0.09 -0.15 0.00 0.032
C -3.1262 2.1960 7.9604 0.20 0.02 -0.14 -0.008
H -5.2309 1.5659 5.2590 0.03 -0.02 -0.01 0.071
H -5.2979 0.7538 6.8344 -0.07 0.08 0.12 0.093
H -5.6612 2.4921 6.7148 -0.02 -0.08 0.15 0.083
H -3.3061 1.2866 8.5364 -0.13 0.06 0.06 0.088
H -3.6648 3.0274 8.4171 -0.06 -0.07 0.07 0.093
H -2.0626 2.4202 7.9731 0.00 0.03 0.00 0.082
C 0.4988 6.0385 6.7514 -0.10 0.03 0.24 -0.018
C -0.8881 5.4507 6.6562 0.03 0.04 -0.01 -0.496
O -1.6805 5.5415 7.5657 -0.03 -0.04 0.02 0.065
C -1.2484 4.7389 5.3752 -0.14 0.14 0.09 -0.022
H 0.6234 6.5175 7.7196 -0.01 0.00 0.00 0.082
H 1.2481 5.2519 6.6452 0.03 0.04 -0.15 0.085
H 0.6442 6.7822 5.9663 0.08 -0.10 -0.08 0.084
H -0.5757 3.8945 5.2179 0.05 0.05 -0.10 0.082
H -1.1785 5.4289 4.5309 0.17 -0.04 -0.02 0.079
H -2.2643 4.3691 5.4462 -0.02 -0.02 -0.06 0.059
C 0.2889 -8.4609 -3.9609 -0.08 0.19 0.15 -0.019
C -0.2771 -8.9984 -2.6695 0.03 -0.05 -0.05 -0.495
O -0.6851 -8.2605 -1.7987 0.02 0.14 0.02 0.049
C -0.3113 -10.4963 -2.5107 -0.11 0.09 0.24 -0.016
H 0.2565 -7.3732 -3.9499 0.00 0.00 -0.02 0.071
H 1.3246 -8.7822 -4.0776 -0.04 -0.09 -0.09 0.089
H -0.2988 -8.8233 -4.8054 0.09 -0.10 -0.03 0.090
H 0.7001 -10.9007 -2.5689 -0.02 -0.04 -0.15 0.091
H -0.9231 -10.9417 -3.2963 0.13 -0.04 -0.08 0.089
H -0.7385 -10.7487 -1.5433 0.00 0.01 0.00 0.083
```
Positions in Å, forces in eV/Å.

Values from the calculation:
HOMO level: -9.38 eV
charge: +1
energy above the lowest of the compared OMol25 structures with the same formula, charge and spin: 0.0 kcal/mol
E_LUMO: -3.71 eV
gap between HOMO and LUMO: 5.66 eV